Formula: C57H44BrF5N2O3P3Y
Source: the OMol25 dataset
Level of theory: the ωB97M-V functional and the def2-TZVPD basis

Computed properties:
- Gap between HOMO and LUMO: 8.15 eV
- Charge: +2
- LUMO: -0.186 Ha
- Highest occupied orbital energy: -13.21 eV
- Energy relative to the best compared isomer or geometry (same formula, charge and spin): 55.0 kJ/mol

Cartesian coordinates (Å):
Y 0.25393 -0.32527 -0.03976
C 1.24199 2.70889 6.82958
C 2.57652 2.39209 6.17472
C 3.47556 1.59906 7.10910
C 4.82394 1.34594 6.46040
C 4.64240 0.66785 5.13563
C 5.61729 -0.15269 4.61846
C 5.43069 -0.78950 3.39182
F 6.40725 -1.57995 2.93175
C 4.29396 -0.63149 2.65643
C 3.28697 0.20670 3.15670
C 2.08154 0.39370 2.38040
O 1.99153 -0.20453 1.24085
C 1.07155 1.18656 2.94754
C 1.29735 1.75838 4.18884
N 2.41282 1.63422 4.88995
C 3.44980 0.84634 4.39895
C -0.28941 1.45784 2.35636
O -1.20176 1.80624 3.06724
O -0.38649 1.28684 1.06299
H 1.44281 3.10210 7.82490
H 0.63174 1.81160 6.94420
H 0.66954 3.47021 6.30238
H 3.08200 3.32083 5.89493
H 2.98544 0.65925 7.37794
H 3.59746 2.17183 8.02745
H 5.46379 0.73935 7.10048
H 5.34301 2.29766 6.30965
H 6.53881 -0.32562 5.15982
H 4.16261 -1.12814 1.70766
H 0.50371 2.35259 4.61567
F 0.12093 4.33155 -6.19145
C 0.57131 3.46929 -5.30422
C 1.91030 3.11614 -5.28422
F 2.75503 3.63645 -6.15359
C 2.35027 2.20358 -4.33708
F 3.63950 1.87416 -4.33631
C 1.50265 1.63254 -3.39508
P 2.16696 0.39629 -2.23110
C 2.79323 -0.93340 -3.28859
C 4.11922 -1.05288 -3.69594
C 4.49723 -2.12242 -4.49312
C 3.56116 -3.06455 -4.89617
C 2.23446 -2.94110 -4.50773
C 1.85558 -1.88274 -3.70064
C 3.56573 1.20918 -1.41931
C 3.58720 2.59209 -1.25601
C 4.60397 3.19118 -0.52756
C 5.60423 2.41541 0.04044
C 5.57930 1.03527 -0.11050
C 4.55801 0.43145 -0.82560
C 0.15882 2.00852 -3.43466
Br -1.16682 1.35619 -2.22667
C -0.30250 2.91011 -4.37612
F -1.58095 3.25996 -4.41247
H 4.85257 -0.31156 -3.41071
H 5.52780 -2.21228 -4.81006
H 3.86708 -3.89318 -5.52113
H 1.49979 -3.66968 -4.82547
H 0.82013 -1.79419 -3.38599
H 2.82126 3.21601 -1.70176
H 4.61978 4.26748 -0.41931
H 6.40827 2.88705 0.58968
H 6.36189 0.42571 0.32358
H 4.54998 -0.64734 -0.93354
C -3.09033 -2.10424 0.11109
N -1.87681 -2.95087 0.21759
P -0.95943 -2.44793 1.62035
C 0.16414 -3.81406 1.96531
C 1.37011 -3.49499 2.58575
C 2.27336 -4.49594 2.90726
C 1.97879 -5.81523 2.59708
C 0.77795 -6.13667 1.97656
C -0.13372 -5.14092 1.66704
C -2.16871 -2.46050 2.94955
C -2.94665 -3.59779 3.18861
C -3.83697 -3.61235 4.24361
C -3.94760 -2.49996 5.07309
C -3.17413 -1.37532 4.84330
C -2.28133 -1.34967 3.77884
P -0.96031 -2.71917 -1.25578
C -2.11353 -3.17849 -2.55012
C -2.96330 -4.27984 -2.43086
C -3.81130 -4.61017 -3.47219
C -3.81400 -3.84963 -4.63555
C -2.97972 -2.74898 -4.75620
C -2.13416 -2.40600 -3.71051
C 0.38835 -3.92325 -1.28818
C 1.63743 -3.51209 -0.82429
C 2.72304 -4.37308 -0.85840
C 2.57490 -5.64517 -1.39044
C 1.34485 -6.05606 -1.88200
C 0.25687 -5.20131 -1.83043
H -3.67829 -2.17708 1.02135
H -3.70056 -2.43258 -0.72534
H -2.85670 -1.03272 -0.04351
H 1.61028 -2.46091 2.81313
H 3.20678 -4.24570 3.39489
H 2.68364 -6.59917 2.84121
H 0.55202 -7.16795 1.73897
H -1.06704 -5.38927 1.17680
H -2.85672 -4.46206 2.54080
H -4.44606 -4.48741 4.42628
H -4.64676 -2.51532 5.89871
H -3.27283 -0.50718 5.48108
H -1.70649 -0.45359 3.59110
H -2.97322 -4.86202 -1.51656
H -4.47476 -5.45955 -3.37954
H -4.48021 -4.11278 -5.44635
H -2.99253 -2.15168 -5.65791
H -1.49881 -1.53160 -3.79436
H 1.82483 -2.51917 -0.40834
H 3.68505 -4.04801 -0.48351
H 3.42386 -6.31496 -1.43247
H 1.23623 -7.04502 -2.30740
H -0.69772 -5.52174 -2.22593